Record 1
# C5H13FN3P

2 unconnected molecules or ions with the total composition C5H13FN3P (the ωB97M-V functional and the def2-TZVPD basis, OMol25).

Cartesian coordinates (Å):
C1 -0.638 0.210 -1.593
C2 0.635 -2.152 0.994
C3 0.751 0.748 -1.860
C4 1.467 0.635 0.465
C5 -1.817 1.234 3.595
N1 -0.892 -0.404 -0.453
N2 -1.546 0.365 -2.525
N3 1.713 0.351 -0.885
F1 -0.668 1.769 3.794
P1 0.003 -0.439 1.100
H1 1.283 -2.302 0.128
H2 -0.198 -2.856 0.936
H3 1.077 0.414 -2.849
H4 0.683 1.847 -1.893
H5 2.336 0.416 1.088
H6 1.184 1.684 0.598
H7 -2.059 0.369 4.201
H8 -2.502 1.792 2.969
H9 -1.823 -0.811 -0.377
H10 -1.321 0.809 -3.406
H11 -2.502 0.045 -2.427
H12 1.193 -2.381 1.901
H13 2.351 -0.391 -1.126

Calculated values
Lowest unoccupied orbital energy (alpha / beta) = -10.641 / -10.642 eV
Charge = +2
Calculated total energy = -803.1063 Eh
ΔE to the lowest compared entry with this formula, charge and spin = 0.0 kcal per mole
Orbital gap (alpha / beta) = 5.050 / 5.049 eV

---

Record 2
# C5H13N

A single C5H13N molecule (the ωB97M-V functional and the def2-TZVPD basis, OMol25).

Cartesian coordinates (Å):
C1 1.077 1.623 0.098
C2 -0.071 0.744 0.159
C3 -0.686 0.655 1.645
N1 -0.012 -0.479 -0.538
C4 -1.293 -1.100 -1.128
C5 1.001 -1.398 -0.320
H1 1.427 1.654 -0.883
H2 1.774 1.511 0.929
H3 0.678 2.628 0.418
H4 -0.893 1.289 -0.513
H5 -1.585 0.049 1.677
H6 0.033 0.230 2.380
H7 -0.943 1.680 1.916
H8 -0.965 -1.726 -1.899
H9 -1.923 -1.736 -0.439
H10 -1.906 -0.291 -1.568
H11 1.219 -2.088 -1.226
H12 0.986 -2.097 0.590
H13 2.019 -0.896 -0.346

Calculated values
Structure (SMILES) = CC(C)N(C)C
Lowest unoccupied orbital energy = 1.066 eV
Charge = 0
Calculated total energy = -252.9934 Eh
ΔE to the lowest compared entry with this formula, charge and spin = 43.7 kcal per mole
Orbital gap = 8.977 eV

---

Record 3
# C5H13N

A single C5H13N molecule (the ωB97M-V functional and the def2-TZVPD basis, OMol25).

Cartesian coordinates (Å):
C1 -1.574 0.906 -0.515
C2 -0.597 -0.307 -0.475
C3 -0.993 -1.291 0.647
N1 0.754 0.233 -0.426
C4 1.731 -0.833 -0.470
C5 0.991 1.317 0.561
H1 -1.106 1.736 -1.161
H2 -1.919 1.282 0.513
H3 -2.463 0.461 -1.025
H4 -0.588 -0.897 -1.447
H5 -2.112 -1.445 0.545
H6 -0.365 -2.242 0.614
H7 -0.765 -0.768 1.594
H8 2.653 -0.293 -0.388
H9 1.567 -1.501 0.395
H10 1.595 -1.316 -1.439
H11 0.203 2.020 0.477
H12 1.896 1.888 0.313
H13 1.093 1.049 1.686

Calculated values
Structure (SMILES) = CC(C)N(C)C
Lowest unoccupied orbital energy = 1.105 eV
Charge = 0
Calculated total energy = -253.0125 Eh
ΔE to the lowest compared entry with this formula, charge and spin = 31.8 kcal per mole
Orbital gap = 9.267 eV

---

Record 4
# C5H13N

A single C5H13N molecule (the ωB97M-V functional and the def2-TZVPD basis, OMol25).

Cartesian coordinates (Å):
C1 1.170 2.859 0.038
C2 1.259 1.393 -0.354
C3 0.124 0.637 0.399
C4 0.194 -0.934 0.332
C5 -0.974 -1.519 -0.524
N1 -1.850 -2.506 0.107
H1 0.250 3.379 -0.266
H2 2.014 3.437 -0.355
H3 1.153 3.186 1.095
H4 1.117 1.366 -1.433
H5 2.263 1.066 -0.082
H6 -0.812 1.031 -0.003
H7 0.073 0.958 1.442
H8 0.639 -1.355 1.232
H9 1.081 -1.042 -0.322
H10 -0.626 -1.925 -1.475
H11 -1.500 -0.627 -0.913
H12 -1.561 -2.638 1.069
H13 -1.829 -3.353 -0.433

Calculated values
Structure (SMILES) = CCCCCN
Lowest unoccupied orbital energy = 1.218 eV
Charge = 0
Calculated total energy = -253.0143 Eh
ΔE to the lowest compared entry with this formula, charge and spin = 30.6 kcal per mole
Orbital gap = 10.152 eV

---

Record 5
# C5H13N

A single C5H13N molecule (the ωB97M-V functional and the def2-TZVPD basis, OMol25).

Cartesian coordinates (Å):
C1 1.175 1.274 1.481
C2 0.976 1.001 -0.030
N1 -0.319 0.162 -0.082
C3 -1.423 0.935 -0.760
C4 -0.070 -1.118 -0.797
C5 -0.330 -2.238 0.141
H1 0.934 2.315 1.683
H2 0.526 0.635 2.082
H3 2.132 1.067 1.841
H4 1.055 1.859 -0.678
H5 1.765 0.435 -0.331
H6 -1.172 1.241 -1.824
H7 -1.548 1.880 -0.152
H8 -2.320 0.331 -0.505
H9 0.835 -1.166 -1.250
H10 -0.821 -1.310 -1.640
H11 0.548 -2.499 0.698
H12 -1.135 -1.901 0.733
H13 -0.541 -3.147 -0.299

Calculated values
Structure (SMILES) = CCN(C)CC
Lowest unoccupied orbital energy = 1.185 eV
Charge = 0
Calculated total energy = -252.9865 Eh
ΔE to the lowest compared entry with this formula, charge and spin = 48.0 kcal per mole
Orbital gap = 9.800 eV

---

Record 6
# C5H13N

A single C5H13N molecule (the ωB97M-V functional and the def2-TZVPD basis, OMol25).

Cartesian coordinates (Å):
C1 1.197 0.731 -0.795
C2 0.709 0.356 0.541
C3 1.520 -0.909 1.068
N1 -0.861 -0.120 0.410
C4 -1.769 1.080 0.273
C5 -1.093 -1.109 -0.705
H1 2.198 1.258 -0.808
H2 1.214 -0.170 -1.476
H3 0.490 1.433 -1.271
H4 0.683 1.109 1.242
H5 2.098 -0.646 1.962
H6 2.345 -1.212 0.349
H7 0.899 -1.820 1.306
H8 -1.289 1.814 0.980
H9 -2.794 0.793 0.710
H10 -1.879 1.653 -0.694
H11 -0.472 -2.031 -0.761
H12 -2.132 -1.544 -0.628
H13 -1.064 -0.666 -1.701

Calculated values
Structure (SMILES) = CC(C)N(C)C
Lowest unoccupied orbital energy = 1.117 eV
Charge = 0
Calculated total energy = -252.9956 Eh
ΔE to the lowest compared entry with this formula, charge and spin = 42.3 kcal per mole
Orbital gap = 9.588 eV

---

Record 7
# C5H13N

A single C5H13N molecule (the ωB97M-V functional and the def2-TZVPD basis, OMol25).

Cartesian coordinates (Å):
C1 -1.183 -1.170 1.935
C2 -1.267 -0.247 0.703
C3 0.134 0.273 0.158
C4 0.951 -1.020 0.078
N1 -0.059 0.970 -1.212
C5 1.269 1.428 -1.727
H1 -0.947 -2.210 1.781
H2 -2.239 -1.280 2.400
H3 -0.596 -0.684 2.737
H4 -1.726 -0.913 -0.051
H5 -1.939 0.641 1.033
H6 0.634 1.010 0.822
H7 2.052 -0.815 0.139
H8 0.743 -1.614 0.980
H9 0.759 -1.570 -0.865
H10 -0.479 0.398 -1.826
H11 2.165 0.912 -1.295
H12 1.288 2.475 -1.417
H13 1.275 1.277 -2.835

Calculated values
Structure (SMILES) = CC[C@@H](C)NC
Lowest unoccupied orbital energy = 1.154 eV
Charge = 0
Calculated total energy = -253.0074 Eh
ΔE to the lowest compared entry with this formula, charge and spin = 35.0 kcal per mole
Orbital gap = 9.887 eV

---

Record 8
# C5H13N

2 unconnected molecules or ions with the total composition C5H13N (the ωB97M-V functional and the def2-TZVPD basis, OMol25).

Cartesian coordinates (Å):
C1 -1.175 1.660 -0.561
N1 -2.154 -1.072 -0.226
C2 -0.744 -0.794 -0.047
C3 -0.293 0.445 -0.716
H1 -2.388 -1.244 -1.197
H2 -2.447 -1.855 0.338
H3 -0.591 -0.740 1.051
H4 0.100 0.355 -1.728
H5 -0.582 2.546 -0.319
H6 -1.715 1.888 -1.485
H7 -1.945 1.491 0.191
C4 1.953 -0.356 1.285
C5 1.736 0.106 -0.123
H8 2.598 0.330 1.831
H9 2.381 -1.360 1.333
H10 1.004 -0.420 1.851
H11 2.040 1.129 -0.319
H12 2.161 -0.561 -0.869
H13 0.061 -1.548 -0.290

Calculated values
Lowest unoccupied orbital energy = 1.106 eV
Charge = 0
Calculated total energy = -252.9560 Eh
ΔE to the lowest compared entry with this formula, charge and spin = 67.2 kcal per mole
Orbital gap = 9.538 eV

---

Record 9
# C5H13N

A molecular structure, C5H13N (the ωB97M-V functional and the def2-TZVPD basis, OMol25).

Cartesian coordinates (Å):
C1 -1.886 -1.348 0.564
C2 -0.275 1.231 0.701
C3 -0.434 0.811 -0.630
C4 0.868 0.457 -1.306
C5 1.668 -0.812 -0.891
N1 0.969 1.076 1.368
H1 -1.782 -1.167 1.656
H2 -1.498 -2.325 0.291
H3 -2.973 -1.444 0.502
H4 -0.839 2.138 0.899
H5 -0.954 1.646 -1.094
H6 -1.345 -0.474 0.078
H7 1.465 1.381 -1.377
H8 0.705 0.208 -2.371
H9 1.121 -1.682 -1.244
H10 1.713 -0.717 0.206
H11 2.686 -0.666 -1.224
H12 0.873 1.348 2.344
H13 -0.083 0.339 1.527

Calculated values
Lowest unoccupied orbital energy = 0.187 eV
Charge = 0
Calculated total energy = -252.8354 Eh
ΔE to the lowest compared entry with this formula, charge and spin = 142.9 kcal per mole
Orbital gap = 8.060 eV

---

Record 10
# C5H13N

2 unconnected molecules or ions with the total composition C5H13N (the ωB97M-V functional and the def2-TZVPD basis, OMol25).

Cartesian coordinates (Å):
C1 -0.008 0.632 -3.869
C2 -1.175 0.271 -3.042
C3 -2.324 -0.314 -3.562
H1 0.525 1.561 -3.657
H2 0.806 -0.110 -3.711
H3 -0.222 0.460 -4.924
H4 -1.003 0.349 -1.966
H5 -2.762 -1.226 -3.177
H6 -2.547 0.036 -4.569
C4 1.245 0.938 3.229
C5 1.127 -0.548 3.554
N1 0.027 -1.069 2.675
H7 0.320 1.445 3.499
H8 2.029 1.408 3.833
H9 1.467 1.192 2.195
H10 2.050 -1.056 3.284
H11 0.921 -0.744 4.606
H12 -0.811 -1.231 3.209
H13 0.334 -1.991 2.394

Calculated values
Lowest unoccupied orbital energy (alpha / beta) = -6.037 / -8.789 eV
Charge = +1
<S²> = 0.754
2S+1 = 2
Calculated total energy = -252.6570 Eh
ΔE to the lowest compared entry with this formula, charge and spin = 60.3 kcal per mole
Orbital gap (alpha / beta) = 5.641 / 2.888 eV

---

Record 11
# C5H13N

A molecular structure, C5H13N (the ωB97M-V functional and the def2-TZVPD basis, OMol25).

Cartesian coordinates (Å):
C1 -2.387 0.670 -1.242
N1 -0.938 0.728 -1.285
C2 -0.073 -0.349 0.976
C3 1.278 -0.023 1.183
C4 0.457 -1.679 0.332
C5 1.923 1.178 0.581
H1 -2.821 1.605 -1.609
H2 -2.746 0.398 -0.251
H3 -2.746 -0.081 -1.949
H4 -0.350 0.312 -0.145
H5 -0.888 -0.477 1.672
H6 -0.627 0.245 -2.129
H7 1.882 -0.510 1.951
H8 0.875 -2.375 1.064
H9 1.105 -1.660 -0.545
H10 -0.415 -2.264 0.018
H11 2.982 1.097 0.842
H12 1.528 2.082 1.043
H13 1.961 1.102 -0.507

Calculated values
Lowest unoccupied orbital energy (alpha / beta) = -5.643 / -5.697 eV
Charge = +1
<S²> = 0.756
2S+1 = 2
Calculated total energy = -252.6017 Eh
ΔE to the lowest compared entry with this formula, charge and spin = 95.0 kcal per mole
Orbital gap (alpha / beta) = 7.788 / 7.728 eV

---

Record 12
# C5H13N2

A gas-phase ion, C5H13N2 (charge +1) (the ωB97M-V functional and the def2-TZVPD basis, OMol25).

Cartesian coordinates (Å):
C1 -2.504 0.009 0.463
C2 -1.219 -0.367 -0.200
C3 0.016 -0.034 0.732
C4 1.238 -0.334 -0.040
C5 1.509 0.943 -0.846
N1 2.283 -0.719 0.936
N2 -0.922 0.552 -1.227
H1 -2.429 1.091 0.636
H2 -3.310 -0.426 -0.182
H3 -2.770 -0.379 1.449
H4 -1.214 -1.447 -0.498
H5 -0.081 -0.441 1.787
H6 -0.075 1.057 0.896
H7 1.122 0.721 -1.863
H8 0.988 1.849 -0.399
H9 1.858 -1.229 1.690
H10 3.115 -1.143 0.464
H11 -1.300 0.095 -2.065
H12 1.150 -1.149 -0.805
H13 2.544 1.353 -0.926

Calculated values
Lowest unoccupied orbital energy = -8.801 eV
Charge = +1
Calculated total energy = -307.3456 Eh
ΔE to the lowest compared entry with this formula, charge and spin = 173.2 kcal per mole
Orbital gap = 4.376 eV

---

no.,maximum force (eV/A)
1,2.35
2,5.26
3,1.86
4,3.18
5,4.28
6,5.69
7,5.78
8,3.13
9,5.15
10,1.65
11,3.08
12,3.85